(1)
Density functional theory data (ωB97M-V/def2-TZVPD) for a cluster of 18 separate species, C27H11Cl68F9O2S in total at a distorted geometry.

Spin multiplicity   1
Kohn-Sham gap   10.3058 eV
Largest force on an atom   0.038 hartree/bohr
Charge   0
E_LUMO   -0.1 eV

Element x y z (Å)
C1 4.17285 2.20789 -1.02199
C2 4.30112 1.36227 -1.86420
C3 4.14102 0.47101 -3.02159
C4 3.80840 1.18761 -4.33344
C5 2.32359 1.50587 -4.54315
C6 1.80956 2.68194 -3.71134
C7 0.29869 2.73041 -3.47912
C8 -0.24415 1.61381 -2.55316
F1 -0.96695 2.22195 -1.58107
F2 0.80444 0.98117 -1.98588
C9 -1.15453 0.65303 -3.36005
F3 -0.66752 0.38629 -4.57213
F4 -2.31253 1.29803 -3.54457
S1 -1.51385 -1.01130 -2.51752
F5 -1.22987 -0.37846 -1.09560
F6 -3.05262 -0.65364 -2.33644
F7 -1.90650 -1.67425 -3.92610
F8 -0.00715 -1.44456 -2.70644
F9 -1.77591 -2.39794 -1.81659
O1 3.21264 -0.57637 -2.67237
C10 3.59027 -1.81229 -3.03800
O2 4.15480 -2.08747 -4.05628
H1 4.02237 2.96755 -0.28983
H2 5.11722 -0.00297 -3.17313
H3 4.08686 0.49350 -5.12813
H4 4.43529 2.07780 -4.40747
H5 1.77772 0.60643 -4.25280
H6 2.12338 1.65177 -5.60498
H7 2.31746 2.77849 -2.75643
H8 2.05027 3.59613 -4.26482
H9 -0.25840 2.77282 -4.41529
H10 0.08287 3.67541 -2.97946
H11 3.32501 -2.58779 -2.31041
C11 -4.97970 -4.84687 -3.42196
Cl1 -3.69985 -3.64208 -3.56077
Cl2 -4.42345 -6.19431 -2.42100
Cl3 -6.38917 -4.09651 -2.65607
Cl4 -5.42348 -5.44244 -5.02128
C12 -7.58814 -8.71352 -6.39191
Cl5 -6.40104 -7.68923 -7.20930
Cl6 -7.48686 -8.46897 -4.64711
Cl7 -9.20846 -8.29431 -6.95232
Cl8 -7.25405 -10.40994 -6.76860
C13 -4.16940 -1.79533 1.98159
Cl9 -5.79075 -1.09850 1.84744
Cl10 -4.20356 -3.21264 3.02908
Cl11 -3.61744 -2.28770 0.39084
Cl12 -3.06135 -0.58311 2.64733
C14 -0.19331 3.00809 1.92078
Cl13 -1.77144 2.62410 1.23362
Cl14 1.08465 2.41132 0.85473
Cl15 -0.03601 4.75747 2.10167
Cl16 -0.03526 2.23778 3.50446
C15 -6.56376 -6.55016 1.87716
Cl17 -5.78218 -6.78673 0.30876
Cl18 -6.93432 -4.83678 2.07384
Cl19 -8.05032 -7.49703 1.96111
Cl20 -5.46696 -7.08217 3.16400
C16 -1.47998 -5.49093 5.04268
Cl21 -3.05804 -5.91700 4.35771
Cl22 -0.20283 -6.09483 3.98305
Cl23 -1.34674 -3.73574 5.18455
Cl24 -1.32001 -6.21909 6.64231
C17 -2.55469 -9.28238 -5.03129
Cl25 -4.12793 -9.70089 -5.71567
Cl26 -1.27130 -9.86035 -6.09924
Cl27 -2.43448 -7.53034 -4.85924
Cl28 -2.38666 -10.04103 -3.44330
C18 7.46130 3.49125 -6.31802
Cl29 6.24472 4.02591 -7.48245
Cl30 6.65667 2.92580 -4.84944
Cl31 8.40277 2.16950 -7.01219
Cl32 8.53224 4.83700 -5.92215
C19 1.27794 6.73280 5.31631
Cl33 -0.05448 5.68165 5.80151
Cl34 1.84097 7.65529 6.71268
Cl35 2.60147 5.75038 4.67996
Cl36 0.72647 7.84747 4.05842
C20 -2.25824 -5.31316 10.57433
Cl37 -3.58734 -6.35723 11.08521
Cl38 -1.71873 -4.33327 11.94102
Cl39 -0.91178 -6.31445 10.00906
Cl40 -2.80663 -4.25433 9.27456
C21 -10.49254 -4.25943 -0.44919
Cl41 -11.80052 -3.69708 -1.49588
Cl42 -10.79407 -5.93271 0.01819
Cl43 -8.95733 -4.15896 -1.32070
Cl44 -10.41688 -3.24530 0.99609
C22 -5.98056 3.46306 1.91935
Cl45 -5.03422 4.76869 2.64117
Cl46 -6.38922 2.28101 3.16494
Cl47 -7.45903 4.12393 1.21911
Cl48 -5.02595 2.69500 0.64203
C23 5.94814 7.69939 7.03089
Cl49 5.39680 6.11438 7.61504
Cl50 5.29753 8.95938 8.08321
Cl51 7.70785 7.78240 7.03543
Cl52 5.35559 7.93537 5.38676
C24 8.46311 0.56975 -1.34407
Cl53 6.81697 1.24088 -1.22199
Cl54 8.52760 -0.98373 -0.50444
Cl55 8.86807 0.33606 -3.04781
Cl56 9.61064 1.69518 -0.60484
C25 9.10210 3.86198 9.34140
Cl57 10.12344 5.02311 10.19728
Cl58 8.56429 2.60995 10.46588
Cl59 7.69807 4.70058 8.66954
Cl60 10.02768 3.11870 8.03187
C26 -6.37858 6.74897 -2.22821
Cl61 -5.05527 7.90005 -2.44727
Cl62 -5.84121 5.41216 -1.21169
Cl63 -7.74197 7.56307 -1.45118
Cl64 -6.88449 6.12793 -3.80254
C27 11.02086 5.61551 0.84401
Cl65 12.12277 6.73414 0.03778
Cl66 11.30138 5.66143 2.58645
Cl67 9.35154 6.08140 0.50270
Cl68 11.30248 3.97713 0.24400

(2)
Density functional theory data (ωB97M-V/def2-TZVPD) for a structure of composition C27H13MnN9S3Se2 at a distorted geometry.

Spin multiplicity   6
Kohn-Sham gap (alpha / beta)   4.7371 / 5.7138 eV
Largest force on an atom   0.188 hartree/bohr
<S²>   9.005
Charge   -2
E_LUMO (alpha / beta)   3.8 / 3.5 eV

Element x y z (Å)
Mn1 0.00000 0.00000 0.00000
Se1 -2.53440 2.43130 6.78100
N1 -2.49660 0.86380 5.90470
C1 -1.91690 0.99090 4.69950
C2 -1.74100 -0.06090 3.78190
C3 -2.15510 -1.37790 4.02210
C4 -1.93500 -2.35590 3.04510
C5 -1.30500 -2.00680 1.84210
N2 -0.90750 -0.72340 1.62120
C6 -1.11250 0.22950 2.55240
C7 -0.68550 1.49540 2.25810
N3 -0.09500 1.68520 1.06120
C8 0.35590 2.91740 0.69730
C9 0.21190 4.00900 1.56530
C10 -0.39910 3.82820 2.81180
C11 -0.85870 2.55490 3.17380
C12 -1.48460 2.27230 4.40160
N4 -1.71610 3.17760 5.36670
H1 -2.64180 -1.64930 4.95070
H2 -2.24970 -3.37700 3.21740
H3 -1.13290 -2.75930 1.08430
H4 0.82740 3.05250 -0.26690
H5 0.57150 4.98700 1.27290
H6 -0.50950 4.67250 3.48100
S1 -1.87660 -1.00070 -0.78640
C13 -1.41990 -2.19870 -1.98390
C14 -2.28820 -2.57870 -2.98400
C15 -1.88250 -3.58300 -3.86320
C16 -2.80540 -3.88760 -4.90200
N5 -3.54860 -4.13950 -5.74640
C17 -0.61860 -4.22710 -3.71290
C18 0.26890 -3.77340 -2.71660
C19 -0.13620 -2.74210 -1.88090
S2 0.95010 -2.02460 -0.68190
C20 -0.24480 -5.33290 -4.55870
N6 0.03200 -6.25310 -5.20280
H7 -3.26990 -2.06750 -3.04910
H8 1.26060 -4.20530 -2.57880
S3 -2.36800 3.08890 -2.88650
C21 -1.59080 2.07510 -1.93910
N7 -0.97830 1.27620 -1.19250
Se2 2.85380 1.57870 -0.78780
N8 1.41200 0.62780 -1.28530
C22 1.40860 0.40090 -2.59860
C23 0.40980 -0.31100 -3.25410
C24 0.51120 -0.48740 -4.63990
C25 1.60900 0.05180 -5.34090
C26 2.60460 0.76690 -4.65560
C27 2.48150 0.92920 -3.27580
N9 3.36390 1.59010 -2.51020
H9 -0.42870 -0.72050 -2.70500
H10 -0.25500 -1.03760 -5.16690
H11 1.68370 -0.08680 -6.41250
H12 3.45040 1.18390 -5.18670
H13 1.38270 -0.17000 1.02350

(3)
Density functional theory data (ωB97M-V/def2-TZVPD) for a structure of composition C27H15Br2ClFeN5O8.

Spin multiplicity   2
Kohn-Sham gap (alpha / beta)   6.8252 / 6.8033 eV
Largest force on an atom   0.013 hartree/bohr
<S²>   0.774
Charge   -2
E_LUMO (alpha / beta)   3.6 / 3.6 eV

Element x y z (Å)
Fe1 -0.08198 -0.07837 0.06344
O1 -4.83121 0.22106 0.80609
C1 -3.63161 0.03343 0.52423
O2 -3.07149 -0.13346 -0.56970
C2 -2.71590 -0.14794 1.75391
C3 -3.26937 -0.07916 3.02969
C4 -2.50565 -0.40935 4.12989
C5 -1.21319 -0.88032 3.93132
C6 -0.73035 -0.91415 2.64292
N1 -1.44356 -0.50293 1.58642
C7 0.62501 -1.48317 2.30281
O3 1.30462 -2.02764 3.15832
O4 0.91010 -1.37590 1.05220
H1 -4.30417 0.22179 3.09311
H2 -2.91855 -0.33896 5.12964
H3 -0.57088 -1.22106 4.73078
Br1 4.05367 -0.04322 -2.85955
C8 2.51584 -1.14149 -2.91187
C9 2.43032 -2.15259 -3.87528
C10 1.33928 -2.97616 -3.94675
Br2 1.28892 -4.33482 -5.28192
C11 0.26025 -2.82625 -3.04425
C12 -0.91840 -3.60509 -3.00416
C13 -1.87460 -3.33848 -2.06529
C14 -1.68480 -2.28954 -1.14830
N2 -0.60049 -1.55841 -1.17171
C15 0.36716 -1.80176 -2.08888
C16 1.50216 -0.92210 -1.97859
O5 1.50278 -0.03092 -1.06538
H4 3.24719 -2.27758 -4.57278
H5 -1.05251 -4.40235 -3.72312
H6 -2.78944 -3.91274 -2.01939
H7 -2.43638 -2.02020 -0.41781
N3 -0.65574 1.41167 -1.06843
C17 -1.05620 2.30532 -1.68465
N4 -1.43563 3.25221 -2.47530
C18 -1.75410 4.44150 -2.01890
N5 -2.04617 5.52778 -1.72407
C19 2.55308 5.81496 4.45729
C20 1.68351 6.03506 3.25026
C21 1.74834 7.21718 2.52417
C22 0.95222 7.38791 1.40459
Cl1 1.06755 8.89545 0.51696
C23 0.07402 6.40815 0.98092
C24 -0.00671 5.22919 1.71058
C25 0.79523 5.04226 2.82944
O6 0.71758 3.90617 3.59602
C26 1.14347 2.70410 2.96343
C27 0.11280 2.05059 2.03371
O7 -1.07739 2.28220 2.15733
O8 0.69798 1.25433 1.21167
H8 2.96107 6.76115 4.81518
H9 3.38924 5.15227 4.22099
H10 1.99049 5.34112 5.26061
H11 2.42358 8.00683 2.83056
H12 -0.54466 6.54378 0.10220
H13 -0.70141 4.45183 1.42074
H14 1.32190 1.99274 3.77224
H15 2.08071 2.85742 2.42288

(4)
Density functional theory data (ωB97M-V/def2-TZVPD) for a structure of composition C27H15F8MoNO2S5.

Spin multiplicity   3
Kohn-Sham gap (alpha / beta)   6.2082 / 3.6480 eV
Largest force on an atom   0.012 hartree/bohr
<S²>   2.039
Charge   0
E_LUMO (alpha / beta)   -0.7 / -3.1 eV

Element x y z (Å)
Mo1 -1.00490 0.16898 -1.07933
S1 -0.33895 1.97127 -2.33308
C1 1.16219 1.49510 -3.16924
C2 1.92175 2.46185 -3.82764
C3 3.08199 2.11323 -4.49799
C4 3.49985 0.78767 -4.54846
C5 2.74930 -0.18391 -3.90702
C6 1.60321 0.17604 -3.20768
S2 0.69852 -1.06801 -2.30648
C7 1.87662 -1.23999 -0.89339
C8 1.24569 -1.25229 0.46908
C9 1.88835 -1.87553 1.52488
C10 1.28420 -1.88831 2.76859
C11 0.04802 -1.28813 2.92756
C12 -0.55095 -0.67509 1.83958
C13 -1.93490 -0.10246 1.96868
S3 -2.31400 1.20095 0.72468
C14 -3.98690 0.76613 0.29111
C15 -4.96849 0.87000 1.27188
C16 -6.27461 0.52300 0.98389
C17 -6.58515 0.09047 -0.30297
C18 -5.61120 0.01407 -1.27835
C19 -4.27798 0.35505 -1.01325
S4 -3.10727 0.31777 -2.32031
N1 0.05559 -0.64912 0.63723
H1 1.59047 3.49281 -3.80729
H2 3.66331 2.88076 -4.99294
H3 4.39823 0.51449 -5.08542
H4 3.04967 -1.22458 -3.94439
H5 2.55523 -0.39205 -0.98741
H6 2.44497 -2.15869 -1.02540
H7 2.84389 -2.35392 1.35843
H8 1.76259 -2.38212 3.60427
H9 -0.46592 -1.30200 3.87897
H10 -2.07036 0.29655 2.97304
H11 -2.66844 -0.88863 1.78668
H12 -4.70598 1.22098 2.26341
H13 -7.03934 0.58959 1.74564
H14 -7.60183 -0.19250 -0.54541
H15 -5.86398 -0.32408 -2.27529
F1 6.19031 1.78942 1.32743
C20 4.92017 1.86993 1.67648
C21 3.93471 1.78485 0.70011
F2 4.28718 1.61125 -0.56929
C22 2.61176 1.86691 1.06907
F3 1.69242 1.76300 0.12782
C23 2.22156 2.01762 2.41864
S5 0.59353 2.09409 2.87877
C24 3.25897 2.09966 3.37381
F4 2.97018 2.24152 4.65433
C25 4.58659 2.02901 3.01518
F5 5.54988 2.10445 3.92495
F6 -1.84156 -4.48676 1.21449
C26 -2.48609 -3.86857 0.20748
F7 -3.61304 -3.35853 0.71728
F8 -2.82596 -4.80084 -0.69321
C27 -1.56565 -2.80123 -0.43786
O1 -0.45001 -3.17707 -0.76667
O2 -2.08749 -1.64409 -0.50768